(1)
The following is a DFT calculation (ωB97M-V with the def2-TZVPD basis set) of a single CH6NPS molecule at a distorted geometry.

Last column: Löwdin charge in e.
Element x y z (Å)
C (0.8013, -0.3906, 0.5506)  -0.2616
S (-0.4905, 0.6681, -0.1917)  0.3799
N (-0.4875, 2.0190, 0.6121)  -0.3823
P (-2.4744, -0.2306, -0.2781)  0.3772
H (0.6822, -1.4353, 0.3548)  0.0452
H (1.7483, -0.1588, 0.2492)  0.0120
H (0.6757, -0.3569, 1.6384)  0.0658
H (0.1807, 0.6284, -1.4998)  0.0450
H (-1.4328, 2.4714, 0.5261)  -0.0014
H (-2.4172, -0.7496, -1.5714)  -0.2798

SMILES string: C[S@H](=N)=P
Total energy: -22744.1126 eV
ΔE to the lowest compared entry with this formula, charge and spin: 107.6 kcal per mole
Total charge: 0
Kohn-Sham gap: 0.2871 hartree



(2)
The following is a DFT calculation (ωB97M-V with the def2-TZVPD basis set) of 2 unconnected molecules or ions with the total composition CH6NS at a distorted geometry.

Last column: Löwdin charge in e.
Element x y z (Å)
N (-1.9491, 0.7146, -0.1752)  -0.0487
H (-2.0452, -0.2282, 0.1897)  -0.0199
H (-0.9757, 0.7157, -0.5023)  -0.1373
H (-2.4537, 0.6537, -1.0566)  -0.0197
C (1.5311, -0.3883, 0.4633)  -0.6907
S (0.9986, -0.2663, -1.3077)  0.0038
H (2.2887, 0.3688, 0.6372)  -0.0312
H (0.7174, -0.1638, 1.1591)  -0.0217
H (1.8879, -1.4062, 0.5924)  -0.0345

Total energy: -13460.3941 eV
ΔE to the lowest compared entry with this formula, charge and spin: 2.6 kcal per mole
Total charge: -1
Kohn-Sham gap: 0.2470 hartree



(3)
The following is a DFT calculation (ωB97M-V with the def2-TZVPD basis set) of 2 unconnected molecules or ions with the total composition CH6NS at a distorted geometry.

Last column: Löwdin charge in e.
Element x y z (Å)
N (-0.3036, -2.2355, -1.9922)  0.0088
H (-1.0700, -1.7269, -2.3526)  -0.0278
H (-0.7567, -2.9703, -1.4586)  -0.0015
H (0.1841, -1.6449, -1.3317)  0.0032
C (0.3282, 1.8164, 1.3893)  -0.7851
S (1.4294, 0.4484, 1.8912)  -0.0992
H (0.5127, 2.7275, 1.9543)  -0.0302
H (0.3938, 1.9672, 0.3105)  -0.0320
H (-0.7178, 1.6181, 1.5899)  -0.0363

Total energy: -13460.2137 eV
ΔE to the lowest compared entry with this formula, charge and spin: 6.8 kcal per mole
Total charge: -1
Kohn-Sham gap: 0.2230 hartree



(4)
The following is a DFT calculation (ωB97M-V with the def2-TZVPD basis set) of 2 unconnected molecules or ions with the total composition CH6NS.

Last column: Löwdin charge in e.
Element x y z (Å)
S (2.4014, -0.5630, 2.0518)  0.3340
H (1.5577, -0.3504, 3.0735)  -0.3013
C (-1.0259, 0.0386, -0.3968)  -0.2080
N (0.0663, 0.6226, -1.1926)  -0.0772
H (-1.9606, 0.1293, -0.9425)  0.0632
H (-1.1119, 0.6014, 0.5302)  0.0585
H (-0.8756, -1.0160, -0.1448)  0.0590
H (0.9483, 0.2705, -0.8352)  0.0209
H (0.0004, 0.2671, -2.1438)  0.0509

Total energy: -13457.8519 eV
ΔE to the lowest compared entry with this formula, charge and spin: 10.7 kcal per mole
Total charge: 0
2S+1: 2
Kohn-Sham gap (spin up / spin down): 0.3755 / 0.2438 hartree